1.
{"formula": "C13H15CuINO5PS", "method": "ωB97M-V/def2-TZVPD", "charge": 1, "orbital_gap_ha": 0.234, "relative_energy_kj_mol": 56.09, "lumo_ev": -5.609, "e_homo_ev": -11.99, "total_energy_ha": -3612.828682, "symbols": ["C", "O", "C", "C", "C", "C", "C", "C", "C", "C", "C", "C", "I", "C", "O", "N", "P", "O", "O", "S", "C", "O", "H", "H", "H", "H", "H", "H", "H", "H", "H", "H", "H", "H", "H", "H", "H", "Cu"], "positions_angstrom": [[-0.6798, -1.4135, 3.6331], [-1.5873, -1.6420, 2.5802], [-1.1069, -2.6986, 1.7763], [-2.0420, -3.0068, 0.6131], [-2.4615, -1.7574, -0.2109], [-1.8057, -1.6738, -1.6415], [-0.6053, -0.7652, -1.5717], [0.5431, -1.2907, -1.0167], [1.6930, -0.5471, -0.8559], [1.6391, 0.7521, -1.2731], [0.4913, 1.2889, -1.8700], [-0.6414, 0.5542, -2.0329], [-2.3479, 1.4118, -2.9001], [0.8200, 2.7283, -2.2040], [0.4103, 3.4934, -3.0221], [1.9368, 3.0305, -1.2755], [1.4908, 3.7888, 0.1682], [0.9895, 5.2232, -0.2907], [2.7607, 3.8586, 1.1309], [0.0454, 2.9126, 1.1180], [2.6634, 1.8438, -1.2158], [3.8763, 1.6723, -1.1795], [-1.0442, -0.6464, 4.3174], [-0.4846, -2.3213, 4.2219], [0.2862, -1.0692, 3.2252], [-1.0007, -3.6051, 2.3963], [-0.0871, -2.4415, 1.4407], [-1.5125, -3.6854, -0.0637], [-2.9494, -3.4709, 1.0026], [-3.5392, -1.8254, -0.3829], [-2.2686, -0.8165, 0.3108], [-1.5067, -2.6803, -1.9491], [-2.5582, -1.3270, -2.3483], [0.5585, -2.3212, -0.6826], [2.5939, -0.9410, -0.3862], [0.6059, 5.6776, 0.4736], [2.3738, 3.7969, 2.0205], [4.4508, -0.0868, -2.0556]], "forces_ev_per_a": [[0.5236, 0.1663, 0.1934], [-0.0899, -0.1665, 0.0271], [0.1143, -0.3279, 0.1977], [0.2014, 1.0932, -0.0177], [-0.1546, -0.3491, -0.7482], [-0.2343, -0.0336, 0.8971], [-1.1164, -0.7811, -0.6444], [0.6095, -0.5673, 0.2768], [0.7482, -0.0847, 0.0084], [0.2416, 1.2545, -0.8647], [0.9528, 0.9779, -0.0524], [-0.7032, 0.0465, -0.3846], [0.3238, -0.1314, 0.1895], [-1.3586, -0.1107, -0.4111], [0.4770, -0.8178, 1.1984], [1.8761, 1.4938, -0.1910], [-2.1873, 0.1081, 1.6695], [1.3197, -0.1879, -0.4857], [0.2174, 0.2813, -1.1773], [0.2391, -0.2834, -0.2574], [-1.2955, -1.7968, 0.3801], [0.2362, 0.1400, -0.0871], [-0.2596, -0.0430, -0.2792], [-0.1310, 0.0246, -0.1325], [-0.1048, -0.0463, 0.0958], [0.0104, 0.1032, -0.1060], [-0.1358, -0.0095, -0.1169], [-0.2652, -0.2761, 0.2568], [0.1915, -0.1833, -0.0617], [0.1075, 0.1563, 0.1272], [-0.1117, -0.2010, 0.1730], [0.0645, 0.1507, -0.0497], [0.2579, 0.0987, -0.0263], [-0.1952, 0.0318, -0.0731], [-0.1905, -0.1285, 0.1062], [-0.2350, 0.0620, -0.1257], [0.2487, -0.1884, 0.0957], [-0.1922, 0.5254, 0.4003]], "lowdin_charge": [-0.114, -0.180, -0.260, -0.147, -0.147, -0.168, -0.234, 0.000, -0.004, -0.140, -0.177, -0.546, 1.068, -0.358, 0.175, -0.031, 0.194, -0.151, -0.161, 0.364, -0.356, 0.075, 0.092, 0.091, 0.086, 0.128, 0.102, 0.108, 0.118, 0.113, 0.115, 0.118, 0.050, 0.126, 0.124, 0.093, 0.070, 0.764]}

=====

2.
{"formula": "C13H15IrN5O2S4Sb", "method": "ωB97M-V/def2-TZVPD", "orbital_gap_ha": 0.232, "relative_energy_kj_mol": 0.00, "lumo_ev": -1.105, "e_homo_ev": -7.42, "total_energy_ha": -2866.016041, "symbols": ["Ir", "C", "O", "C", "O", "N", "N", "H", "H", "H", "H", "H", "H", "S", "Sb", "S", "S", "S", "C", "C", "N", "C", "C", "C", "C", "C", "C", "C", "C", "N", "C", "N", "H", "H", "H", "H", "H", "H", "H", "H", "H"], "positions_angstrom": [[-1.2239, 1.3437, 0.9847], [3.5255, 2.3143, 1.0831], [2.4658, 3.2755, 1.2667], [1.2466, 2.8310, 1.0460], [0.9908, 1.6843, 0.6763], [0.3169, 3.7970, 1.2339], [-1.0417, 3.4462, 1.1950], [4.4421, 2.8745, 1.2280], [3.4824, 1.8954, 0.0810], [3.4354, 1.5229, 1.8234], [0.5901, 4.6723, 1.6518], [-1.5377, 3.9626, 0.4726], [-1.4881, 3.6119, 2.1066], [-4.1740, 3.7202, 4.0731], [-3.6674, 1.6721, 3.3120], [-3.4748, 1.6670, 0.8672], [-1.2179, 1.4198, 3.2614], [-4.6325, -0.2454, 3.9729], [-2.3626, -2.7649, 1.2469], [-2.3428, -1.3903, 1.3609], [-1.3107, -0.6691, 0.8847], [-0.2878, -1.2991, 0.2960], [-0.2537, -2.6705, 0.1133], [-1.3123, -3.4128, 0.6230], [0.9016, -3.3348, -0.5189], [1.5581, -3.0341, -1.6436], [1.2705, -2.0214, -2.6775], [2.1979, -1.8164, -3.6958], [1.8865, -0.8794, -4.6640], [0.7456, -0.1963, -4.6550], [-0.0798, -0.4768, -3.6521], [0.1185, -1.3418, -2.6678], [-3.2006, -3.3089, 1.6583], [-3.1416, -0.8568, 1.8578], [0.5284, -0.6737, -0.0328], [-1.3132, -4.4913, 0.5211], [1.2654, -4.1987, 0.0293], [2.4198, -3.6500, -1.8761], [3.1272, -2.3683, -3.7271], [2.5710, -0.6695, -5.4785], [-1.0231, 0.0598, -3.6380]], "forces_ev_per_a": [[0.1172, 0.8938, -0.2586], [0.0084, -0.0063, 0.0164], [0.0300, 0.0264, -0.0862], [-0.0852, 0.1390, 0.0444], [-0.0109, -0.2185, 0.3352], [0.1147, 0.0644, -0.0354], [-0.1541, -0.3284, -0.1902], [-0.0013, -0.0029, 0.0074], [0.0043, 0.0075, -0.0013], [-0.0024, -0.0046, -0.0069], [-0.0062, -0.0006, 0.0368], [0.0248, 0.0681, 0.0200], [0.0533, 0.0805, 0.0473], [0.1454, 0.0272, -0.0977], [-0.4114, 0.0384, 0.2911], [0.0614, -0.2151, 0.1417], [0.0669, -0.2130, -0.1428], [0.0291, 0.0302, 0.0056], [0.0173, -0.0658, 0.0009], [0.1259, 0.1048, 0.0057], [-0.1266, -0.3553, -0.0981], [-0.0459, -0.0850, -0.0811], [0.0869, 0.0738, -0.0332], [-0.0655, -0.0279, 0.0075], [0.0340, 0.0308, -0.0686], [-0.0792, -0.0034, 0.0600], [-0.0071, 0.0175, -0.0137], [0.0038, 0.0123, 0.0214], [0.0089, -0.0120, -0.0020], [0.0133, 0.0024, -0.0083], [-0.0427, 0.0077, 0.0109], [0.0092, -0.0386, 0.1336], [-0.0016, 0.0078, 0.0059], [-0.0051, -0.0314, -0.0259], [0.0474, 0.0070, -0.0450], [0.0030, 0.0001, 0.0153], [0.0211, -0.0012, -0.0103], [-0.0030, -0.0193, -0.0036], [0.0023, -0.0017, -0.0071], [0.0047, -0.0011, 0.0035], [0.0149, -0.0073, 0.0052]], "lowdin_charge": [0.643, -0.004, 0.010, -0.575, -0.054, 0.060, -0.141, 0.099, 0.098, 0.104, 0.172, 0.112, 0.030, -0.222, -0.115, 0.004, 0.077, -0.171, -0.012, -0.143, -0.156, -0.076, -0.196, 0.005, -0.028, -0.028, -0.269, -0.010, -0.126, 0.081, -0.193, 0.138, 0.121, -0.023, 0.109, 0.125, 0.117, 0.106, 0.110, 0.110, 0.112]}

=====

3.
{"formula": "C13H15N", "method": "ωB97M-V/def2-TZVPD", "smiles": "C=C=CCN1CCc2ccccc2C1", "orbital_gap_ha": 0.344, "relative_energy_kj_mol": 358.65, "lumo_ev": 0.931, "e_homo_ev": -8.44, "total_energy_ha": -559.001747, "symbols": ["C", "C", "C", "C", "C", "C", "C", "C", "C", "C", "C", "C", "C", "H", "H", "H", "H", "H", "H", "H", "H", "H", "H", "H", "H", "H", "H", "H", "N"], "positions_angstrom": [[3.5744, -2.1967, -0.7452], [3.1743, -1.0428, -0.3537], [2.8098, 0.1559, 0.1569], [1.6867, 0.9876, -0.3429], [-0.1538, 2.4262, 0.1550], [-1.3105, 1.8975, -0.6801], [-1.7058, 0.4684, -0.2368], [-2.8170, -0.1765, -0.8796], [-3.0260, -1.4678, -0.5385], [-2.3237, -2.2510, 0.4507], [-1.2730, -1.5982, 0.9667], [-0.9892, -0.2589, 0.6896], [0.1805, 0.3361, 1.4389], [3.6988, -3.1439, -0.2291], [4.1029, -2.1964, -1.7055], [3.2961, 0.5568, 1.1245], [2.2078, 1.8331, -0.8923], [1.1704, 0.2711, -1.0720], [-0.5414, 2.9194, 1.0534], [0.3690, 3.2356, -0.3844], [-1.1413, 1.9396, -1.7361], [-2.2194, 2.5727, -0.5388], [-3.3937, 0.3956, -1.6822], [-3.7883, -2.0299, -1.1560], [-2.7077, -3.1867, 0.7982], [-0.6787, -2.0976, 1.6897], [0.0543, 0.6522, 2.5033], [0.9355, -0.4509, 1.4730], [0.8092, 1.4494, 0.6732]], "forces_ev_per_a": [[1.6211, -0.8530, -1.5058], [-1.3034, 3.2101, 2.3364], [1.5561, -1.8860, 1.2461], [0.2619, -1.3608, -1.9758], [0.1820, 0.7704, 0.9136], [-1.6611, -0.2803, 1.5125], [-0.7696, 0.5201, -1.0172], [1.4531, 1.6750, -0.2295], [-2.2207, -3.1695, -0.8516], [-1.5387, 2.1325, -2.0653], [0.2747, 0.2546, 1.0247], [0.3235, 0.5720, 0.3544], [1.0232, 0.8221, -0.6732], [-1.0872, 0.1376, 0.2087], [0.2028, -0.0149, 0.2664], [-0.0713, -0.5514, -1.9399], [-1.1114, -0.6666, 0.4720], [0.2974, 1.1920, 0.1483], [-0.2574, -0.0375, -0.1055], [0.0638, -0.4936, 0.1437], [0.3917, -0.3044, -0.7117], [1.0827, -0.7415, -0.0222], [0.7730, -1.1373, 1.2181], [0.5517, 0.6981, 0.9699], [0.1848, -0.5422, -0.2382], [0.6629, -0.2871, 0.7063], [-0.5760, -0.1369, -0.8696], [0.0755, 0.0466, 0.1987], [-0.3850, 0.4317, 0.4858]], "lowdin_charge": [-0.014, -0.102, -0.126, -0.266, -0.196, -0.121, -0.151, -0.055, -0.109, -0.064, -0.070, -0.166, -0.108, 0.062, 0.062, 0.145, 0.145, 0.146, 0.118, 0.120, 0.098, 0.135, 0.137, 0.113, 0.098, 0.106, 0.139, 0.100, -0.173]}